The following is a DFT calculation (ωB97M-V/def2-TZVPD) of 2 unconnected molecules or ions with the total composition C3H6ClNO.

Values from the calculation:
- frontier orbital gap (alpha / beta) (Eh) = 0.2969 / 0.2970
- energy relative to the best compared isomer or geometry (same formula, charge and spin) (kcal/mol) = 121.96
- highest occupied orbital energy (alpha / beta) (Ha) = -0.275 / -0.275
- electronic energy (eV) = -19263.477

ORCA input file:
```
! wB97M-V def2-TZVPD RIJCOSX def2/J DEFGRID3
* xyz 0 1
C -0.175 -0.519 -0.078
C 2.112 0.105 0.080
C -2.064 0.966 -0.150
N -0.464 -1.662 0.201
O 0.708 0.413 -0.174
Cl -3.408 -0.073 -0.026
H 2.128 0.455 1.165
H 2.541 0.767 -0.684
H 2.138 -0.875 -0.161
H -1.809 1.182 -1.176
H -1.849 1.777 0.518
H 0.142 -2.534 0.484
*
```

=====

The following is a DFT calculation (ωB97M-V/def2-TZVPD) of 2 unconnected molecules or ions with the total composition C3H13N2O.

Values from the calculation:
- frontier orbital gap (Eh) = 0.3381
- energy relative to the best compared isomer or geometry (same formula, charge and spin) (kcal/mol) = 28.86
- highest occupied orbital energy (Ha) = -0.477
- electronic energy (eV) = -8342.731

ORCA input file:
```
! wB97M-V def2-TZVPD RIJCOSX def2/J DEFGRID3
* xyz 1 1
N 2.049 0.754 0.709
C 1.723 2.140 0.487
O 2.778 2.775 -0.221
H 2.383 0.366 -0.170
H 2.848 0.717 1.333
H 0.788 2.214 -0.078
H 1.590 2.612 1.464
H 2.640 3.733 -0.211
C -0.533 -0.606 -0.412
C -1.649 -1.499 -0.929
N -2.432 -2.065 0.250
H 0.126 -0.323 -1.224
H -0.937 0.311 0.016
H 0.034 -1.115 0.362
H -2.373 -0.994 -1.559
H -1.223 -2.370 -1.421
H -1.781 -2.412 0.959
H -2.995 -2.857 -0.063
H -3.036 -1.381 0.709
*
```

=====

The following is a DFT calculation (ωB97M-V/def2-TZVPD) of a single C4H8N2 molecule.

Values from the calculation:
- structure (SMILES) = CN(C)CC#N
- frontier orbital gap (Eh) = 0.3423
- energy relative to the best compared isomer or geometry (same formula, charge and spin) (kcal/mol) = 66.29
- highest occupied orbital energy (Ha) = -0.315
- electronic energy (eV) = -7255.001

ORCA input file:
```
! wB97M-V def2-TZVPD RIJCOSX def2/J DEFGRID3
* xyz 0 1
C 0.300 0.426 1.333
N 0.439 -0.022 -0.046
C 0.904 0.950 -1.014
C -0.414 -1.050 -0.535
C -1.476 -1.469 0.323
N -2.345 -1.467 1.097
H 0.793 1.397 1.453
H 0.777 -0.285 2.019
H -0.751 0.522 1.629
H 0.190 1.777 -1.137
H 1.035 0.462 -1.986
H 1.874 1.367 -0.711
H 0.055 -1.647 -1.313
H -1.571 -0.899 -1.075
*
```

=====

The following is a DFT calculation (ωB97M-V/def2-TZVPD) of 2 unconnected molecules or ions with the total composition C4H15N2O2.

Values from the calculation:
- frontier orbital gap (Eh) = 0.3925
- energy relative to the best compared isomer or geometry (same formula, charge and spin) (kcal/mol) = 31.09
- highest occupied orbital energy (Ha) = -0.507
- electronic energy (eV) = -11459.910

ORCA input file:
```
! wB97M-V def2-TZVPD RIJCOSX def2/J DEFGRID3
* xyz 1 1
N -0.410 -0.973 0.627
C 0.105 0.475 0.650
C 0.131 1.058 -0.761
C -1.252 1.310 -1.370
O -1.405 2.623 -1.895
C 1.547 0.531 1.191
N 1.778 -0.512 2.215
H -0.593 -1.233 1.600
H -1.237 -1.018 0.041
H 0.316 -1.642 0.398
H -0.586 1.016 1.292
H 0.503 2.078 -0.599
H 0.814 0.585 -1.469
H -1.512 0.642 -2.191
H -2.017 1.164 -0.601
H -1.058 2.629 -2.786
H 1.757 1.542 1.540
H 2.239 0.348 0.362
H 2.383 -0.226 2.969
H 2.225 -1.257 1.698
H 0.086 -3.933 -1.171
H -1.176 -3.940 -0.190
O -0.420 -3.416 -0.524
*
```

=====

The following is a DFT calculation (ωB97M-V/def2-TZVPD) of a single C19H22F4N2O2S molecule.

Values from the calculation:
- structure (SMILES) = C[C@@](F)(C(=O)N[C@H]1CN(C(=O)C2CCSCC2)Cc2ccccc21)C(F)(F)F
- frontier orbital gap (Eh) = 0.3339
- energy relative to the best compared isomer or geometry (same formula, charge and spin) (kcal/mol) = 19.20
- highest occupied orbital energy (Ha) = -0.314
- electronic energy (eV) = -48842.324

ORCA input file:
```
! wB97M-V def2-TZVPD RIJCOSX def2/J DEFGRID3
* xyz 0 1
C -0.347 -4.253 -0.735
C -0.381 -2.750 -0.908
F -0.613 -2.159 0.327
C 0.933 -2.202 -1.504
O 1.254 -2.597 -2.596
N 1.593 -1.174 -0.847
C 1.456 0.219 -1.308
C 0.303 0.983 -0.665
N 0.555 1.171 0.752
C -0.415 1.139 1.729
O -0.173 1.565 2.845
C -1.790 0.598 1.378
C -2.418 -0.075 2.599
C -3.758 -0.711 2.252
S -4.989 0.502 1.714
C -4.022 1.248 0.381
C -2.662 1.748 0.853
C 1.756 1.932 1.086
C 2.873 1.755 0.088
C 4.075 2.425 0.317
C 5.136 2.297 -0.560
C 5.011 1.492 -1.688
C 3.822 0.828 -1.922
C 2.749 0.959 -1.043
C -1.563 -2.321 -1.794
F -2.719 -2.590 -1.173
F -1.539 -0.995 -2.032
F -1.566 -2.948 -2.966
H -0.168 -4.729 -1.697
H 0.463 -4.516 -0.056
H -1.289 -4.605 -0.319
H 1.467 -1.216 0.159
H 1.297 0.175 -2.388
H 0.235 1.957 -1.169
H -0.637 0.468 -0.816
H -1.705 -0.154 0.595
H -1.741 -0.847 2.974
H -2.550 0.661 3.392
H -3.639 -1.466 1.470
H -4.189 -1.204 3.123
H -3.902 0.519 -0.425
H -4.624 2.071 -0.004
H -2.798 2.482 1.651
H -2.162 2.251 0.020
H 1.509 2.997 1.175
H 2.087 1.621 2.076
H 4.175 3.050 1.197
H 6.062 2.823 -0.366
H 5.836 1.388 -2.380
H 3.716 0.191 -2.793
*
```

=====

The following is a DFT calculation (ωB97M-V/def2-TZVPD) of a single C4H5ClF2 molecule.

Values from the calculation:
- ⟨S²⟩ = 2.009
- frontier orbital gap (alpha / beta) (Eh) = 0.3080 / 0.3798
- energy relative to the best compared isomer or geometry (same formula, charge and spin) (kcal/mol) = 0.24
- highest occupied orbital energy (alpha / beta) (Ha) = -0.274 / -0.424
- electronic energy (eV) = -22181.619

ORCA input file:
```
! wB97M-V def2-TZVPD RIJCOSX def2/J DEFGRID3
* xyz 0 3
C -0.868 -0.509 0.258
C 0.521 -0.453 -0.016
C -1.730 0.820 1.062
C 1.254 -0.135 -1.168
F 1.361 -0.867 0.982
F -1.479 2.013 0.327
Cl -1.186 1.152 2.628
H -1.460 -0.603 -0.705
H -1.248 -1.284 0.980
H 2.055 0.517 -0.698
H 0.925 0.402 -1.989
H 1.856 -1.054 -1.662
*
```